Record 1
Computed, not measured: C7H13N2O as an isolated structure at a distorted geometry, with ωB97M-V with the def2-TZVPD basis set.

As for the HOMO-LUMO gap (alpha / beta): 7.3 / 6.9 eV. Its maximum force is 6.490 eV/Å. As for the spin multiplicity: 3. As for the total charge: +1.

```
23
Properties=species:S:1:pos:R:3:forces:R:3:mulliken_charge:R:1
C 1.66730 0.73748 -1.12703 0.2 0.4 0.9 -0.456
C 0.37608 0.53696 -1.30087 -2.2 -1.9 1.6 -0.801
C 1.25644 1.13330 1.25015 1.3 0.5 -0.3 -0.220
C 2.30640 0.70306 0.21057 -0.1 -0.7 0.6 -0.626
C -0.38832 0.12218 -0.11018 3.2 5.6 0.9 0.702
C -2.61012 -0.10725 0.93043 -2.2 -0.3 0.3 -0.863
C 0.17440 -2.50638 0.73686 3.5 1.9 -1.0 -0.491
N 0.03619 0.77750 1.10616 -1.9 -1.2 -1.6 -0.490
N -1.80126 0.25358 -0.27429 -1.4 1.7 2.1 -0.050
O -0.23454 -1.68021 -0.29556 -0.2 -3.8 -0.6 -0.191
H 2.19431 0.99038 -1.97005 1.6 0.6 -1.7 0.533
H -0.13098 0.50520 -2.24864 0.1 0.1 -0.4 0.369
H 1.47873 1.85208 2.07548 0.0 -0.9 -0.6 0.429
H 2.53472 -0.38165 0.41614 0.0 0.6 0.1 0.166
H 3.28561 1.20697 0.20036 -0.6 0.0 0.3 0.398
H -2.15608 0.14440 1.89507 0.2 0.7 -0.8 0.338
H -3.66764 0.34978 0.81602 1.9 -0.8 0.2 0.347
H -2.67061 -1.17788 0.95881 -0.4 -0.6 -0.2 0.325
H 0.76058 -3.35798 0.41873 -0.4 -0.5 -0.5 0.263
H -0.62259 -2.75824 1.37040 -1.0 0.0 1.4 0.295
H 1.02792 -1.82372 1.18680 -1.6 -1.0 0.3 0.231
H -1.96657 1.25600 -0.33475 0.0 0.4 -0.4 0.422
H -2.19595 -0.12972 -1.10986 0.0 -0.8 -0.7 0.372
```
Positions in Å, forces in eV/Å.


Record 2
Computed, not measured: an isolated ion of composition C7H13N2O4S2 and charge +1 at a distorted geometry, with ωB97M-V with the def2-TZVPD basis set.

As for the HOMO-LUMO gap: 8.6 eV. Its maximum force is 4.305 eV/Å. As for the total charge: +1.

```
28
Properties=species:S:1:pos:R:3:forces:R:3:mulliken_charge:R:1
C 0.38207 -0.78531 1.60933 -2.7 2.2 -2.0 -0.264
C -0.26736 0.32276 -0.27025 -1.1 1.3 0.9 0.630
C 1.74173 -0.35219 1.36786 1.1 -0.7 -0.5 -1.091
C 2.01168 -0.58304 -0.08672 -2.9 2.8 1.1 0.782
C 3.23263 -1.08815 -0.61999 2.6 0.0 1.8 -1.336
C -1.93813 2.60695 0.70265 2.4 2.1 -1.9 -0.926
C -2.98798 -1.68521 -0.85048 0.5 0.4 1.4 -0.727
N -0.60111 -0.34536 0.90215 0.7 -2.0 1.1 -0.482
N 1.01820 -0.03014 -0.78529 2.9 -1.6 2.8 -0.017
O 0.55970 2.12962 1.31428 0.2 1.1 0.7 -0.697
O 0.24255 2.74064 -1.04627 -0.3 1.2 -1.1 -0.664
O -1.19963 0.27807 -1.23059 -1.9 -0.6 -2.1 -0.547
O -0.43245 -2.03290 -1.70473 -1.0 -0.6 -0.3 -0.534
S -0.27001 2.16526 0.14000 1.0 -1.0 1.0 1.210
S -1.67372 -1.29116 -1.98690 2.1 1.0 0.8 0.529
H 0.09028 -1.37100 2.38911 -0.3 -1.5 2.4 0.689
H 1.72586 0.72416 1.50539 0.2 0.3 0.1 0.454
H 2.39621 -0.76498 2.08906 1.0 -0.7 0.2 0.501
H 3.80743 -1.77567 0.10597 -1.3 0.8 -1.2 0.367
H 3.93280 -0.20706 -0.67633 -0.6 -0.6 -0.3 0.333
H 3.04790 -1.51809 -1.55154 0.3 -0.8 -1.7 0.423
H -1.77497 3.68569 1.12007 -0.7 -2.0 -0.9 0.404
H -2.49800 2.45733 -0.22979 -0.6 0.4 0.8 0.353
H -1.99392 1.87057 1.44208 -1.0 -0.9 1.3 0.359
H -3.86374 -1.31968 -1.41699 0.1 -0.5 0.6 0.350
H -2.95582 -2.77613 -0.59870 -0.3 0.9 -0.5 0.367
H -2.78861 -1.08551 0.10021 -0.5 -0.9 -1.3 0.229
H 1.05640 0.03052 -1.73360 0.3 0.0 -3.4 0.305
```
Positions in Å, forces in eV/Å.


Record 3
Computed, not measured: a 2-piece molecular cluster, C7H13N2O5S2 overall at a distorted geometry, with ωB97M-V with the def2-TZVPD basis set.

As for the HOMO-LUMO gap: 6.7 eV. Its maximum force is 1.161 eV/Å. As for the total charge: -1.

```
29
Properties=species:S:1:pos:R:3:forces:R:3:mulliken_charge:R:1
C -4.95448 -3.39594 -1.96316 -0.3 -0.1 -0.1 -0.856
N -4.29294 -2.80916 -3.11389 0.0 0.1 0.2 -0.377
C -3.38526 -1.76688 -2.80785 0.0 -0.4 -0.1 0.066
N -2.30461 -2.24101 -1.77699 -0.6 0.4 -0.9 -0.360
C -1.41735 -1.49089 -1.52425 0.1 -0.2 0.7 0.390
S -0.25614 -0.52045 -1.09111 0.5 0.3 0.1 -0.389
C -4.11161 -0.48326 -2.31103 -0.3 1.0 0.0 0.467
O -4.38433 -0.42367 -1.09544 0.0 -0.1 -0.2 -0.701
O -4.33636 0.34666 -3.22999 0.2 -0.8 0.5 -0.748
H -5.92119 -3.79157 -2.26733 -0.1 -0.2 0.0 0.297
H -5.13969 -2.62148 -1.22810 0.1 0.2 0.1 0.331
H -4.38084 -4.18973 -1.48078 0.2 -0.1 0.0 0.266
H -3.88274 -3.50087 -3.72021 0.1 -0.1 0.0 0.250
H -2.84749 -1.49085 -3.70447 0.2 -0.1 -0.2 0.376
O 2.33770 1.42037 0.40429 -0.1 0.3 -0.1 -0.618
S 2.63497 1.13527 1.77039 0.2 -0.4 0.0 1.213
O 1.77021 1.57512 2.81875 -0.1 0.1 0.0 -0.611
O 4.12065 1.63522 2.07814 0.1 -0.1 0.1 -0.276
C 4.42579 3.01252 1.78652 0.1 0.4 -0.1 -0.347
C 3.83145 3.97494 2.79599 -0.2 -0.1 0.1 -0.984
C 2.92670 -0.58767 1.95586 0.1 -0.1 0.0 -0.953
H 4.10166 3.24932 0.77173 -0.1 -0.1 0.0 0.324
H 5.51249 3.07180 1.80580 0.0 -0.2 0.0 0.266
H 2.74401 3.97448 2.75245 0.0 0.0 0.0 0.309
H 4.18052 4.98810 2.59341 0.1 0.0 0.0 0.382
H 4.12024 3.69403 3.80874 0.1 0.0 0.0 0.258
H 3.60578 -0.91684 1.17506 0.0 0.0 0.0 0.299
H 1.96092 -1.07850 1.85397 0.0 0.1 -0.1 0.382
H 3.34193 -0.76904 2.94347 0.0 0.0 0.0 0.344
```
Positions in Å, forces in eV/Å.


Record 4
Computed, not measured: an isolated ion of composition C7H13N2OS and charge +1 at a distorted geometry, with ωB97M-V with the def2-TZVPD basis set.

As for the HOMO-LUMO gap (alpha / beta): 7.0 / 6.8 eV. Its maximum force is 5.191 eV/Å. Its SMILES is C#[N+]C(N)=S(=O)=C(CC)CC. As for the total charge: +1.

```
24
Properties=species:S:1:pos:R:3:forces:R:3:mulliken_charge:R:1
C -1.93162 0.95154 0.84749 -0.8 -2.8 -1.1 -0.040
N -1.06646 1.54910 1.40498 -0.4 1.7 1.0 -0.171
C 0.20394 1.54763 1.46059 3.5 0.4 1.7 0.591
N 0.92385 1.85938 2.56064 -3.0 -0.3 -1.1 -0.314
S 1.24336 0.91394 0.01045 -1.8 0.3 0.0 0.407
O 2.29077 0.20339 0.71187 1.0 -0.6 0.4 -0.580
C -0.10601 -0.19848 -0.57362 0.5 0.8 1.2 0.007
C 0.04733 -1.63949 -0.27153 -2.2 0.6 0.7 -0.262
C 0.01737 -2.03683 1.15874 -2.3 -2.8 3.7 -1.409
C -0.67515 0.39444 -1.79564 -0.5 0.8 0.2 -0.348
C 0.42972 0.29820 -2.85744 -0.2 -0.5 0.7 -1.187
H -2.96759 0.91734 0.57688 -0.3 0.6 -0.2 0.347
H 0.48910 2.13534 3.42039 -0.5 0.1 0.2 0.243
H 1.87410 2.03308 2.54105 2.3 -0.1 -0.5 0.218
H -0.88172 -2.11255 -0.64777 1.0 -0.1 -0.7 0.278
H 0.97456 -2.06340 -0.49929 1.4 -0.6 -1.9 0.350
H 0.80720 -1.87870 1.89944 0.5 0.3 -0.9 0.370
H -0.22146 -3.18308 1.24841 1.0 1.8 -0.6 0.349
H -0.89445 -1.75461 1.72083 0.1 0.7 -0.5 0.350
H -1.56695 -0.15922 -2.12958 0.1 0.4 0.3 0.398
H -0.91608 1.50096 -1.54410 0.1 -1.6 -0.9 0.270
H -0.00623 0.48634 -3.80956 0.1 0.9 -0.9 0.417
H 0.73074 -0.76418 -2.95570 0.4 0.7 0.4 0.310
H 1.20169 0.99984 -2.47752 0.0 -0.7 -1.3 0.408
```
Positions in Å, forces in eV/Å.


Record 5
Computed, not measured: one molecule with the formula C7H13N2PS at a distorted geometry, with ωB97M-V with the def2-TZVPD basis set.

As for the HOMO-LUMO gap: 9.5 eV. Its maximum force is 6.856 eV/Å. Its SMILES is C#C[C@H]1CN(C)[P@@](C)(=S)N1C. As for the total charge: 0.

```
24
Properties=species:S:1:pos:R:3:forces:R:3:mulliken_charge:R:1
C -3.54016 0.05740 -1.23776 0.6 0.1 -0.2 0.073
C -2.47089 0.12562 -0.70977 -1.1 -0.4 1.3 -1.600
C -1.23323 0.00919 0.01398 1.7 0.0 0.3 1.097
C -0.60582 -1.33614 -0.30114 0.6 0.9 -0.2 -1.036
N 0.83282 -1.19021 -0.08648 0.7 -2.6 0.4 0.231
C 1.67244 -2.40027 -0.43038 -1.1 -0.9 -0.3 -0.925
P 1.46399 0.31324 -0.10381 -3.2 2.2 0.5 0.295
C 1.40455 0.93102 1.67467 1.8 -1.9 0.3 -1.002
S 2.96444 0.77101 -1.23044 -0.5 -0.2 0.7 -0.375
N -0.35922 1.01514 -0.61511 3.5 -2.5 1.4 -0.472
C -0.61620 2.25443 -0.02854 1.2 5.7 -3.7 -1.009
H -4.34351 -0.03021 -1.89115 -1.0 0.0 -0.5 0.513
H -1.17968 0.05899 1.16992 -1.0 0.4 -1.6 0.322
H -1.08473 -2.07988 0.26118 -0.2 -1.1 1.6 0.457
H -0.89879 -1.64481 -1.27139 0.4 0.0 -1.7 0.509
H 1.23358 -3.38498 0.08350 0.6 2.2 -1.4 0.247
H 1.61685 -2.39192 -1.55944 0.3 -0.9 1.1 0.378
H 2.74611 -2.40397 -0.12192 -1.0 0.7 -0.1 0.292
H 0.41880 0.85267 2.10727 -0.4 0.2 -0.2 0.286
H 2.06854 0.39386 2.42853 -0.6 0.1 -1.4 0.322
H 1.82319 1.90034 1.68915 0.0 1.4 0.0 0.387
H -0.79828 2.32645 0.99646 -0.7 -0.3 1.8 0.471
H 0.33992 3.02337 -0.18485 -2.2 -2.0 0.2 0.254
H -1.45473 2.82969 -0.65247 1.4 -1.2 1.5 0.285
```
Positions in Å, forces in eV/Å.


Record 6
Computed, not measured: a 2-piece molecular cluster, C7H13N2S overall at a distorted geometry, with ωB97M-V with the def2-TZVPD basis set.

As for the HOMO-LUMO gap: 8.5 eV. Its maximum force is 3.086 eV/Å. As for the total charge: +1.

```
23
Properties=species:S:1:pos:R:3:forces:R:3:mulliken_charge:R:1
C 1.79672 -0.22216 0.21530 0.7 -0.3 0.3 0.872
C -3.16590 0.62207 -0.48254 0.2 -2.7 1.4 -0.268
C -3.19676 -0.44894 0.08275 -0.6 0.9 0.7 0.134
C 0.55718 -0.03480 0.74758 -1.1 0.1 -0.8 -0.734
C -3.44294 -1.71274 0.80074 -0.7 -0.5 -0.5 -1.068
C 0.25147 2.40310 -0.05691 0.5 1.7 2.1 -0.798
C 4.21347 -1.17979 -0.76065 -0.5 2.1 -1.7 -0.816
N 0.83365 -0.57604 -0.70322 1.1 2.5 0.8 -0.464
N -0.31511 1.15396 0.64013 -1.4 1.6 -0.8 0.179
S 3.46449 -0.21967 0.58681 -0.7 0.6 -0.3 0.012
H -3.19653 1.47934 -1.02787 -0.1 1.9 -1.2 0.500
H 0.59784 -1.50512 -0.83553 -0.2 -2.4 -0.3 0.246
H -2.48158 -2.27353 0.94015 -1.3 0.1 -0.3 0.255
H -4.07746 -1.74074 1.71627 1.1 1.1 0.0 0.322
H -4.25342 -2.17185 0.18762 1.3 -0.6 -0.3 0.302
H -0.52696 3.25427 -0.29167 1.4 -2.1 0.6 0.294
H 1.08221 2.81286 0.62363 -1.5 -0.4 -0.9 0.333
H 0.76351 2.03120 -0.90625 0.1 -0.1 -1.1 0.375
H 3.79263 -0.77086 -1.74337 0.6 -0.9 1.3 0.286
H 3.95248 -2.15960 -0.53889 -0.4 -1.9 -0.2 0.315
H 5.30400 -1.10020 -0.78740 -0.3 0.4 0.4 0.353
H -1.19602 0.94912 0.05373 1.2 -0.7 0.9 -0.073
H -0.75698 1.41011 1.53957 0.7 -0.2 -0.3 0.444
```
Positions in Å, forces in eV/Å.


Which value of total charge does entry 4 give? +1


Copy entry 3 word for word.
Computed, not measured: a 2-piece molecular cluster, C7H13N2O5S2 overall at a distorted geometry, with ωB97M-V with the def2-TZVPD basis set.

As for the HOMO-LUMO gap: 6.7 eV. Its maximum force is 1.161 eV/Å. As for the total charge: -1.

```
29
Properties=species:S:1:pos:R:3:forces:R:3:mulliken_charge:R:1
C -4.95448 -3.39594 -1.96316 -0.3 -0.1 -0.1 -0.856
N -4.29294 -2.80916 -3.11389 0.0 0.1 0.2 -0.377
C -3.38526 -1.76688 -2.80785 0.0 -0.4 -0.1 0.066
N -2.30461 -2.24101 -1.77699 -0.6 0.4 -0.9 -0.360
C -1.41735 -1.49089 -1.52425 0.1 -0.2 0.7 0.390
S -0.25614 -0.52045 -1.09111 0.5 0.3 0.1 -0.389
C -4.11161 -0.48326 -2.31103 -0.3 1.0 0.0 0.467
O -4.38433 -0.42367 -1.09544 0.0 -0.1 -0.2 -0.701
O -4.33636 0.34666 -3.22999 0.2 -0.8 0.5 -0.748
H -5.92119 -3.79157 -2.26733 -0.1 -0.2 0.0 0.297
H -5.13969 -2.62148 -1.22810 0.1 0.2 0.1 0.331
H -4.38084 -4.18973 -1.48078 0.2 -0.1 0.0 0.266
H -3.88274 -3.50087 -3.72021 0.1 -0.1 0.0 0.250
H -2.84749 -1.49085 -3.70447 0.2 -0.1 -0.2 0.376
O 2.33770 1.42037 0.40429 -0.1 0.3 -0.1 -0.618
S 2.63497 1.13527 1.77039 0.2 -0.4 0.0 1.213
O 1.77021 1.57512 2.81875 -0.1 0.1 0.0 -0.611
O 4.12065 1.63522 2.07814 0.1 -0.1 0.1 -0.276
C 4.42579 3.01252 1.78652 0.1 0.4 -0.1 -0.347
C 3.83145 3.97494 2.79599 -0.2 -0.1 0.1 -0.984
C 2.92670 -0.58767 1.95586 0.1 -0.1 0.0 -0.953
H 4.10166 3.24932 0.77173 -0.1 -0.1 0.0 0.324
H 5.51249 3.07180 1.80580 0.0 -0.2 0.0 0.266
H 2.74401 3.97448 2.75245 0.0 0.0 0.0 0.309
H 4.18052 4.98810 2.59341 0.1 0.0 0.0 0.382
H 4.12024 3.69403 3.80874 0.1 0.0 0.0 0.258
H 3.60578 -0.91684 1.17506 0.0 0.0 0.0 0.299
H 1.96092 -1.07850 1.85397 0.0 0.1 -0.1 0.382
H 3.34193 -0.76904 2.94347 0.0 0.0 0.0 0.344
```
Positions in Å, forces in eV/Å.


Look up the maximum force of the fifth one. 6.856 eV/Å


total charge of number 4 (C7H13N2OS)? +1